{"formula": "C50H53F5FeN2O5SSe", "method": "the ωB97M-V functional and the def2-TZVPD basis", "multiplicity": 6, "homo_lumo_gap_ev": [7.6, 7.2], "homo_ha": [-0.193, -0.190], "total_charge": -1, "symbols": ["Fe", "C", "C", "C", "C", "C", "C", "C", "Se", "C", "C", "C", "C", "C", "C", "O", "C", "C", "C", "C", "C", "C", "C", "C", "C", "O", "C", "C", "C", "C", "C", "C", "H", "H", "H", "H", "H", "H", "H", "H", "H", "H", "H", "H", "H", "H", "H", "H", "H", "H", "H", "H", "H", "H", "H", "H", "H", "H", "H", "H", "H", "H", "H", "H", "H", "H", "H", "H", "H", "H", "H", "H", "C", "C", "C", "C", "C", "C", "C", "S", "O", "O", "N", "C", "C", "C", "C", "C", "C", "C", "C", "N", "C", "H", "H", "H", "H", "H", "H", "H", "H", "H", "H", "H", "H", "H", "F", "C", "C", "F", "C", "F", "C", "O", "C", "F", "C", "F"], "positions_angstrom": [[-0.6661, -1.1673, -0.0629], [4.4464, -4.3134, -4.9185], [4.7093, -3.3511, -3.7596], [5.7097, -2.2858, -4.2288], [5.3243, -4.1526, -2.6023], [3.4315, -2.6748, -3.2765], [3.4706, -1.8320, -2.1694], [2.3210, -1.2593, -1.6749], [2.4373, -0.1777, -0.0960], [2.4028, -1.5136, 1.2838], [3.5546, -2.2279, 1.5546], [3.5866, -3.1904, 2.5535], [2.4353, -3.3384, 3.3229], [1.2583, -2.6295, 3.0997], [1.2198, -1.7213, 2.0179], [0.0938, -1.0980, 1.6836], [0.0262, -2.8524, 3.9816], [-1.1006, -3.4938, 3.1614], [0.3131, -3.7918, 5.1571], [-0.4279, -1.5089, 4.5772], [4.8493, -4.0249, 2.7632], [4.6558, -5.1104, 3.8230], [5.2270, -4.7128, 1.4427], [6.0007, -3.1113, 3.2068], [1.0578, -1.4587, -2.2915], [-0.0174, -0.8750, -1.7886], [0.9971, -2.3134, -3.4104], [2.1914, -2.8804, -3.8614], [-0.2735, -2.7143, -4.1821], [-0.1546, -2.2028, -5.6271], [-1.5936, -2.1908, -3.6098], [-0.3836, -4.2501, -4.1946], [5.3836, -4.7880, -5.2173], [4.0414, -3.7941, -5.7906], [3.7468, -5.1021, -4.6318], [6.6416, -2.7536, -4.5584], [5.9466, -1.5868, -3.4244], [5.2974, -1.7113, -5.0617], [6.2053, -4.7020, -2.9452], [4.6021, -4.8655, -2.1980], [5.6356, -3.4985, -1.7855], [4.4053, -1.6368, -1.6568], [4.4308, -2.0323, 0.9459], [2.4453, -4.0627, 4.1241], [-0.8038, -4.4974, 2.8451], [-1.3349, -2.9213, 2.2677], [-2.0087, -3.5848, 3.7661], [0.6094, -4.7882, 4.8207], [-0.5998, -3.9018, 5.7475], [1.0934, -3.3995, 5.8148], [-0.7095, -0.8036, 3.7980], [0.3834, -1.0617, 5.1579], [-1.2795, -1.6643, 5.2491], [3.8328, -5.7796, 3.5623], [4.4529, -4.6831, 4.8079], [5.5661, -5.7104, 3.9004], [4.4060, -5.3348, 1.0797], [6.1100, -5.3445, 1.5816], [5.4546, -3.9840, 0.6624], [5.7527, -2.6073, 4.1437], [6.2034, -2.3438, 2.4574], [6.9167, -3.6917, 3.3567], [2.1327, -3.5366, -4.7197], [-0.0978, -1.1117, -5.6413], [-1.0317, -2.5068, -6.2048], [0.7341, -2.5946, -6.1268], [-1.6382, -1.1039, -3.5965], [-1.7635, -2.5467, -2.5953], [-2.4084, -2.5629, -4.2385], [0.4549, -4.7279, -4.7042], [-1.3008, -4.5482, -4.7092], [-0.4247, -4.6378, -3.1726], [-6.0511, -2.2347, 5.3063], [-5.4205, -1.9123, 3.9791], [-4.0863, -1.5268, 3.8986], [-3.4943, -1.2556, 2.6754], [-4.2471, -1.3680, 1.5179], [-5.5817, -1.7426, 1.5720], [-6.1589, -2.0146, 2.8012], [-3.4873, -1.0420, -0.0498], [-4.5478, -0.7429, -0.9726], [-2.6229, -2.1882, -0.3528], [-2.3851, 0.0750, 0.1793], [-2.7183, 1.3954, 0.4660], [-3.9967, 1.8555, 0.7125], [-4.2389, 3.2107, 1.0103], [-3.2218, 4.1178, 1.0665], [-1.8978, 3.6879, 0.8151], [-0.7932, 4.5693, 0.8424], [0.4540, 4.0868, 0.5807], [0.6034, 2.7113, 0.2972], [-0.3889, 1.8632, 0.2675], [-1.6368, 2.3317, 0.5160], [-5.4597, -1.8377, 6.1311], [-6.1277, -3.3162, 5.4416], [-7.0592, -1.8227, 5.3766], [-3.4979, -1.4348, 4.8047], [-2.4538, -0.9538, 2.6200], [-6.1531, -1.8075, 0.6548], [-7.2018, -2.3083, 2.8481], [-4.8387, 1.1826, 0.6575], [-5.2588, 3.5253, 1.1945], [-3.4062, 5.1611, 1.2945], [-0.9582, 5.6167, 1.0698], [1.3256, 4.7284, 0.5880], [1.5891, 2.3095, 0.0913], [0.4808, -8.5160, -0.3424], [0.3570, -7.1777, -0.3064], [1.4584, -6.3579, -0.4632], [2.6690, -6.9042, -0.6525], [1.3243, -4.9856, -0.4272], [2.4316, -4.2519, -0.5799], [0.0853, -4.3320, -0.2362], [0.0128, -3.0476, -0.2219], [-1.0073, -5.2069, -0.0790], [-2.2377, -4.7137, 0.1175], [-0.8743, -6.5835, -0.1127], [-1.9575, -7.3552, 0.0468]], "forces_ev_per_a": [[0.277, -0.421, -0.076], [0.002, -0.003, -0.014], [0.025, -0.022, -0.011], [-0.001, -0.001, -0.003], [-0.006, -0.013, 0.011], [-0.092, 0.053, 0.003], [0.060, -0.074, -0.073], [-0.265, 0.048, -0.104], [0.051, -0.141, -0.027], [-0.042, 0.055, 0.032], [0.035, 0.003, -0.012], [-0.018, 0.023, 0.042], [0.011, -0.080, -0.024], [0.051, 0.017, -0.023], [0.048, -0.144, -0.080], [-0.324, 0.194, -0.134], [-0.004, 0.028, -0.002], [0.007, -0.106, -0.031], [0.022, 0.008, 0.014], [0.005, -0.011, 0.022], [0.014, 0.003, -0.009], [-0.005, 0.005, 0.018], [0.007, -0.005, -0.005], [0.016, -0.017, -0.008], [0.366, -0.295, -0.020], [-0.307, 0.327, 0.215], [0.042, 0.074, 0.055], [0.101, -0.008, 0.011], [-0.015, 0.005, 0.026], [0.013, -0.001, 0.005], [0.006, -0.008, 0.032], [0.003, -0.012, 0.025], [0.010, -0.004, -0.008], [0.007, -0.009, 0.020], [0.021, 0.015, 0.001], [0.013, -0.003, -0.001], [-0.007, -0.013, -0.015], [0.006, -0.012, 0.016], [0.018, 0.000, -0.004], [0.024, 0.014, -0.014], [-0.023, -0.013, -0.018], [-0.008, 0.003, -0.007], [-0.024, -0.020, 0.021], [0.015, 0.032, -0.019], [0.001, 0.007, -0.018], [0.012, -0.045, 0.011], [0.033, -0.003, -0.023], [-0.021, 0.026, 0.013], [0.005, -0.003, 0.005], [-0.001, -0.004, -0.023], [0.048, 0.000, 0.040], [-0.018, -0.017, 0.008], [0.051, -0.001, -0.036], [0.020, 0.005, -0.003], [-0.006, -0.003, -0.011], [-0.013, 0.014, 0.003], [0.030, 0.008, 0.009], [-0.016, 0.017, -0.002], [-0.025, -0.025, 0.019], [0.004, -0.010, -0.007], [-0.001, -0.012, 0.015], [-0.022, 0.016, -0.010], [0.005, 0.022, 0.033], [0.002, -0.021, 0.004], [-0.004, -0.003, -0.002], [-0.020, 0.012, 0.006], [0.010, 0.023, 0.007], [-0.004, 0.000, -0.040], [0.006, 0.011, -0.002], [-0.012, 0.004, 0.014], [0.000, -0.005, -0.001], [-0.002, 0.020, -0.033], [-0.013, -0.014, 0.003], [0.016, 0.006, -0.024], [-0.048, 0.026, 0.019], [0.044, 0.084, -0.013], [-0.011, 0.025, -0.006], [-0.018, 0.012, -0.030], [-0.007, -0.013, 0.007], [-0.030, 0.083, 0.071], [0.064, 0.000, 0.050], [0.048, 0.129, 0.043], [-0.044, -0.042, -0.079], [-0.078, -0.028, 0.039], [0.117, -0.032, -0.050], [0.047, 0.028, 0.012], [-0.034, 0.007, 0.004], [0.007, -0.002, -0.001], [0.032, -0.034, -0.008], [-0.053, 0.016, 0.019], [0.045, 0.032, -0.017], [0.008, -0.002, -0.021], [-0.012, 0.001, 0.040], [-0.004, 0.000, -0.009], [-0.003, 0.012, 0.005], [0.017, -0.008, -0.004], [-0.036, 0.001, -0.039], [-0.097, -0.005, -0.013], [0.012, -0.001, 0.029], [0.014, 0.004, 0.003], [-0.022, -0.045, -0.003], [0.003, 0.000, 0.000], [-0.003, -0.015, -0.003], [0.001, -0.006, -0.005], [-0.015, -0.004, 0.002], [-0.064, 0.025, 0.010], [0.007, -0.064, 0.002], [-0.046, 0.069, 0.004], [-0.079, 0.054, 0.009], [0.117, -0.046, -0.014], [-0.102, -0.021, 0.032], [0.073, 0.120, -0.029], [0.109, -0.239, -0.021], [-0.160, 0.499, 0.114], [-0.025, 0.005, 0.016], [0.052, -0.067, 0.051], [0.106, 0.039, -0.016], [-0.132, -0.096, 0.017]], "mulliken_charge": [1.268, -2.185, 2.367, -1.849, -1.594, -0.241, -0.717, 0.239, 0.133, 0.310, -0.806, -0.095, -0.646, -0.630, 0.853, -1.260, 2.703, -1.183, -2.457, -1.529, 2.428, -2.280, -1.493, -1.813, 0.994, -1.861, 0.120, -0.612, 2.465, -1.937, -1.904, -1.686, 0.453, 0.399, 0.359, 0.460, 0.290, 0.381, 0.548, 0.140, 0.344, 0.350, 0.241, 0.538, 0.335, -0.675, 0.649, 0.430, 0.454, 0.413, 0.150, 0.330, 0.360, 0.408, 0.422, 0.430, 0.114, 0.554, 0.268, 0.382, 0.296, 0.467, 0.303, 0.396, 0.468, 0.262, 0.407, -0.011, 0.581, 0.342, 0.496, 0.227, -1.651, 1.132, -0.891, -0.200, -0.014, -0.571, -0.807, 1.212, -0.793, -0.505, 0.570, 0.416, -0.823, -1.001, -0.889, 0.847, -0.705, -1.145, 0.025, 0.284, -0.012, 0.360, 0.319, 0.393, 0.250, 0.228, 0.512, 0.387, 0.440, 0.388, 0.365, 0.396, 0.406, 0.319, -0.368, 0.671, 0.029, -0.371, -0.205, 0.327, -0.455, 2.419, -0.490, -0.399, 0.100, -0.368]}